189
Properties=species:S:1:pos:R:3:forces:R:3:mulliken_charge:R:1 method="wB97M-V/def2-TZVPD" e_tot_ev=-171796.1501
C 2.0600 1.3978 -3.1277 0.250 0.009 1.888 -0.742
C 2.9173 2.1648 -2.0814 0.361 0.229 -1.578 -0.704
O 2.1690 2.5571 -0.9476 -1.117 -1.490 -2.015 0.333
C 2.7597 2.8697 0.1485 3.620 1.181 2.266 0.279
O 3.9906 2.9764 0.3732 -3.462 -0.383 -0.769 -0.643
O 1.7643 3.0883 0.9908 -0.912 1.002 0.380 0.071
C 1.9683 3.7856 2.2219 1.301 -1.721 1.024 -0.878
H 1.7603 0.4753 -2.6305 0.114 -0.350 -0.113 0.022
H 2.7291 1.1268 -3.9444 -0.398 0.254 -0.252 0.501
H 1.1020 1.8573 -3.3712 0.355 0.420 -0.493 0.086
H 3.3028 3.1046 -2.4768 0.208 -0.193 -0.393 0.410
H 3.7769 1.5343 -1.8540 -0.042 0.107 0.513 0.447
H 3.0389 3.9597 2.3293 -0.090 0.546 -0.051 0.469
H 1.7584 3.0060 2.9543 -0.210 0.302 0.421 0.196
H 1.3431 4.6505 2.4435 -0.031 -0.073 -0.902 0.202
C -2.8934 -5.0656 -9.8887 0.356 0.319 1.110 -1.140
C -2.7003 -3.7421 -9.1691 0.574 1.018 -1.082 0.097
O -3.2078 -3.7049 -7.8491 -0.925 -0.418 0.559 -0.333
C -2.4715 -4.1039 -6.8236 2.198 0.110 1.005 0.823
O -1.2351 -4.2185 -6.8374 -2.848 0.002 0.434 -0.610
O -3.3223 -4.2647 -5.7592 0.893 0.042 -1.044 -0.390
C -2.8896 -4.4309 -4.3813 0.302 0.288 -0.969 -0.536
H -2.4167 -5.8641 -9.3201 0.117 -0.110 -0.150 0.309
H -2.4110 -4.9650 -10.8610 -0.345 -0.250 -0.097 0.376
H -3.9638 -5.2696 -9.9143 0.090 -0.105 -0.453 0.296
H -3.2362 -2.9808 -9.7360 -0.557 0.010 0.324 0.326
H -1.6999 -3.3107 -9.2033 0.428 -0.704 0.263 -0.004
H -3.4675 -3.6645 -3.8648 0.018 -0.406 0.354 0.167
H -1.8251 -4.2515 -4.2300 0.032 0.104 -0.332 0.293
H -3.1025 -5.4565 -4.0800 -0.251 0.220 0.098 0.334
C 4.4504 -1.8564 6.2557 1.120 -0.642 0.220 -1.467
C 3.7611 -2.4116 4.9973 2.394 -0.127 1.149 0.288
O 3.4090 -3.8223 5.1511 -1.812 -0.525 -0.142 -0.248
C 4.1639 -4.9289 4.9684 0.328 0.032 -1.125 0.599
O 5.3451 -5.0110 5.0028 1.865 0.810 0.311 -0.551
O 3.4328 -6.0148 4.6797 -1.914 -0.304 -0.653 -0.326
C 3.8835 -7.3055 4.1295 0.194 0.111 1.400 -0.700
H 4.1633 -2.3523 7.1830 -0.938 0.175 -0.089 0.299
H 4.3206 -0.7770 6.3339 -0.146 -0.151 0.066 0.366
H 5.5164 -2.0773 6.3095 0.239 0.105 -0.638 0.447
H 4.4274 -2.3309 4.1384 0.035 -0.044 -0.020 0.380
H 2.9672 -1.6751 4.8732 -1.101 -1.332 -0.401 0.037
H 3.2645 -7.6319 3.2938 -0.057 0.803 -0.114 0.232
H 3.6962 -8.0456 4.9074 -0.116 0.147 0.202 0.307
H 4.9413 -7.4412 3.9039 0.029 0.916 -0.113 0.331
C -5.4525 -0.5360 -3.1473 0.069 0.479 -0.314 -1.596
C -3.9428 -0.2675 -3.1775 -0.810 -1.114 0.114 1.538
O -3.6134 0.0856 -4.5281 0.421 0.034 -0.088 -0.338
C -2.4382 0.6738 -4.6826 1.463 0.156 -1.082 0.550
O -1.7279 1.1105 -3.7734 -1.048 -0.706 -2.572 -0.247
O -2.1892 0.6163 -6.0939 -2.051 -0.956 4.331 -0.337
C -1.0262 1.1048 -6.6230 0.842 1.221 -1.718 -0.556
H -5.7993 -0.7546 -2.1372 -0.044 0.931 0.174 0.398
H -5.9324 -1.3508 -3.6894 1.156 -0.539 -0.489 0.366
H -5.8523 0.3206 -3.6899 -0.681 0.386 0.868 0.392
H -3.4028 -1.1680 -2.8852 0.349 -0.046 -0.174 -0.165
H -3.6129 0.5309 -2.5127 -0.478 0.057 0.027 -0.681
H -1.0297 0.7200 -7.6428 0.227 -0.256 0.003 0.229
H -0.0871 0.8108 -6.1540 -0.305 0.281 0.377 0.118
H -1.1645 2.1731 -6.7895 0.659 0.316 0.467 0.383
C 2.5701 -0.8186 11.6749 -1.319 -0.247 -0.134 -1.364
C 2.5291 -0.5682 10.1786 0.241 1.377 -0.759 0.138
O 1.4341 -1.1557 9.4816 -1.000 -1.767 -2.708 -0.348
C 1.3495 -1.0184 8.0646 0.983 0.852 1.036 0.697
O 2.0433 -0.2218 7.3970 -2.671 -3.127 1.899 -0.433
O 0.3474 -1.9137 7.6570 2.131 1.721 1.688 -0.358
C 0.0244 -1.8354 6.3005 0.493 0.876 -1.920 -0.184
H 3.1563 -0.0380 12.1599 0.195 -0.184 -0.124 0.369
H 2.8893 -1.8160 11.9776 0.335 0.080 -0.248 0.336
H 1.5553 -0.7285 12.0624 -0.104 0.146 0.107 0.336
H 3.4850 -0.8553 9.7405 -0.079 0.066 -0.325 0.246
H 2.2933 0.4738 9.9624 1.036 0.476 0.480 0.162
H 0.8388 -2.1721 5.6591 0.145 -0.540 0.187 0.042
H -0.0601 -0.7934 5.9920 -0.516 0.154 0.135 0.104
H -0.8720 -2.3945 6.0321 0.067 0.023 0.613 0.320
C 1.1101 -1.4707 -5.9735 -1.495 -1.613 -1.482 -1.137
C 0.9088 -1.4175 -7.5307 -0.245 2.066 2.021 0.101
O 2.0609 -2.0573 -7.9620 1.198 -0.599 -0.761 -0.231
C 2.0907 -2.4040 -9.2271 -2.483 0.002 -3.317 0.768
O 1.2684 -2.0604 -10.1239 2.492 -0.871 2.778 -0.618
O 3.0748 -3.2708 -9.3960 -0.084 0.156 1.818 -0.353
C 3.2644 -3.8876 -10.6306 0.547 0.355 -0.909 -0.650
H 2.0373 -0.9849 -5.6695 -0.256 -0.105 0.025 0.240
H 1.1143 -2.5573 -5.8883 0.742 -0.110 0.807 0.458
H 0.2187 -1.2247 -5.3965 0.156 0.662 -0.068 0.277
H 0.9468 -0.3649 -7.8111 -0.121 -0.065 -0.564 0.356
H 0.0271 -1.8933 -7.9601 -0.080 -0.014 0.468 -0.054
H 2.3699 -4.3865 -11.0036 -0.016 0.260 -0.037 0.285
H 4.0648 -4.6138 -10.4889 -0.118 0.062 0.025 0.219
H 3.6224 -3.0766 -11.2647 -0.181 -0.473 -0.763 0.319
C 2.4484 -1.0757 1.7493 0.316 -1.064 -0.445 0.212
C 3.2110 -1.3258 0.3907 0.828 2.000 2.180 -0.391
O 3.3053 -2.6670 -0.0037 -1.954 -0.557 -0.239 -0.337
C 4.2428 -3.4837 0.4205 2.570 -0.300 -0.740 0.596
O 5.3209 -3.1421 0.9023 -2.299 -1.282 -0.458 -0.574
O 3.8514 -4.7408 -0.0220 0.827 0.825 0.405 -0.160
C 4.8636 -5.7636 -0.1162 0.578 -0.009 0.902 -0.755
H 3.0757 -1.4978 2.5344 -0.044 -0.244 -0.049 -0.360
H 1.4794 -1.5707 1.8124 -0.086 -0.011 -0.216 0.116
H 2.3102 -0.0448 2.0754 0.134 0.209 -0.758 0.143
H 4.2139 -0.9775 0.6373 0.233 0.070 -0.387 0.644
H 2.8672 -0.7092 -0.4397 -0.355 -0.472 -0.078 -0.016
H 4.3882 -6.7361 -0.2445 -0.339 0.338 -0.037 0.249
H 5.4568 -5.7994 0.7975 -0.155 0.057 0.175 0.321
H 5.6007 -5.6331 -0.9085 -0.400 0.484 -0.325 0.293
C -4.6519 3.8498 -1.5627 1.248 -0.460 -1.416 -1.422
C -3.0903 3.6618 -1.7349 -1.180 1.090 -0.674 0.751
O -2.4604 4.4805 -0.7415 0.311 -0.580 1.983 -0.265
C -2.0439 5.7147 -0.9043 1.037 -0.507 -2.640 0.311
O -1.9587 6.3052 -1.9532 -0.487 0.112 0.628 -0.579
C -1.3783 6.2535 0.3533 0.841 -0.406 2.560 0.969
F -2.2695 6.6438 1.2654 -0.705 0.313 -0.147 -0.262
F -0.7088 5.2212 1.0001 -0.011 1.166 -1.137 -0.163
F -0.5468 7.3009 0.1758 -0.543 -1.331 -0.441 -0.253
H -4.9042 4.5600 -0.7752 0.122 -0.279 0.013 0.309
H -5.1302 2.8774 -1.4461 -0.031 0.119 0.434 0.407
H -5.0083 4.2326 -2.5190 -0.261 0.223 0.119 0.375
H -2.6846 4.0030 -2.6874 -0.509 0.183 -0.225 0.527
H -2.7937 2.6139 -1.6898 0.247 0.287 0.934 -0.737
C -0.5682 -1.5712 -1.5484 0.817 -1.437 -1.166 -0.861
C -0.8674 -0.1768 -1.1939 -1.459 -0.039 -0.203 1.487
O -0.9121 -0.1924 0.2105 -0.318 2.485 3.122 0.138
C -1.6562 0.7526 0.8846 -2.123 -0.578 -1.699 0.737
O -2.6784 1.3116 0.4679 3.072 -1.268 0.824 -0.704
C -1.2394 0.8997 2.3887 0.377 -1.640 -1.528 0.286
F -1.8003 1.9460 2.8665 -1.065 1.663 1.073 -0.168
F -1.6643 -0.1954 3.0671 0.428 0.440 -0.232 -0.218
F 0.0793 1.0387 2.5216 0.149 -0.402 0.111 -0.038
H -1.3893 -2.2613 -1.3539 -0.284 0.272 -0.219 0.176
H 0.2607 -2.0544 -1.0311 0.347 0.513 0.175 -0.104
H -0.3086 -1.5683 -2.6070 -0.135 -0.391 -0.217 0.265
H -1.8780 0.0210 -1.5514 0.255 0.454 -0.109 -0.772
H -0.1816 0.5739 -1.5866 0.049 -0.046 0.279 -0.257
C -5.8365 3.2919 2.3112 -0.643 -0.305 0.815 -0.824
C -6.8550 2.1467 2.3220 0.727 0.590 -0.053 -0.367
O -6.2349 1.0985 3.1236 -1.614 -1.081 3.412 -0.205
C -6.6699 0.8612 4.4928 -4.193 2.722 -0.047 0.258
O -7.6297 1.4627 5.1139 5.233 -3.021 -3.578 -0.545
C -5.8092 -0.2854 5.2225 -1.398 2.410 -0.739 0.897
F -4.8352 0.3919 5.7941 1.170 0.246 0.644 -0.238
F -6.5157 -0.8746 6.1751 -0.070 -0.280 -0.373 -0.243
F -5.3085 -1.1378 4.3744 0.153 -0.929 -0.390 -0.198
H -4.8009 2.9525 2.2905 -0.123 -0.275 -0.699 0.101
H -5.9093 3.7273 3.3078 -0.133 0.663 -0.148 0.401
H -6.0848 3.9850 1.5074 0.245 0.207 0.228 0.302
H -7.0623 1.8125 1.3055 0.530 -0.806 0.098 0.305
H -7.8414 2.4759 2.6488 0.206 -0.151 0.786 0.373
C -2.1727 5.2514 4.4890 -0.020 -0.885 0.638 -0.591
C -1.6279 5.4505 5.9325 -2.993 0.949 -1.278 -0.471
O -0.4115 4.8007 5.9990 1.848 -0.648 0.733 -0.221
C -0.2914 3.7182 6.7522 -3.390 -1.657 1.150 0.307
O -1.1939 3.1761 7.4205 3.008 1.722 -1.893 -0.571
C 1.0849 3.0693 6.5770 0.940 -1.596 0.640 0.917
F 1.0608 2.0443 5.6671 -0.347 1.208 0.462 -0.236
F 2.0389 3.9240 6.2128 -0.281 -0.027 -0.094 -0.263
F 1.4476 2.5088 7.7505 -0.212 0.570 -0.558 -0.195
H -2.9166 5.9716 4.1483 0.354 0.240 0.124 0.442
H -2.6876 4.2913 4.5232 -0.135 -0.133 -0.192 0.212
H -1.3653 5.0895 3.7748 0.012 0.560 -0.052 -0.070
H -2.3868 5.0270 6.5903 0.427 -0.201 0.297 0.332
H -1.5760 6.5054 6.2020 0.746 -0.049 -0.063 0.379
C 1.7297 5.7672 -2.9113 -1.501 1.185 -0.227 -0.919
C 3.1638 5.7843 -2.5316 0.618 0.618 -0.887 0.018
O 3.5154 7.1624 -2.2486 1.320 1.493 1.159 -0.300
C 4.8445 7.5106 -2.1926 0.060 -4.252 -0.983 0.321
O 5.7402 6.6908 -2.4477 -2.182 2.961 0.917 -0.535
C 5.0774 8.9953 -1.8319 0.445 0.501 -0.101 0.860
F 4.7581 9.7822 -2.8816 -0.158 -0.387 0.513 -0.239
F 4.3688 9.4203 -0.7504 0.835 -0.596 -1.056 -0.227
F 6.3984 9.1496 -1.6240 -0.924 0.094 0.351 -0.227
H 1.0542 6.2220 -2.1868 0.185 -0.680 0.955 0.098
H 1.3715 4.7782 -3.1970 0.064 0.084 0.007 0.207
H 1.4891 6.5139 -3.6680 0.543 -0.422 -0.893 0.477
H 3.7846 5.5851 -3.4050 0.064 -0.884 0.221 0.328
H 3.3301 5.1065 -1.6942 0.600 0.335 0.095 0.080
C 0.0643 -5.9678 -0.6934 0.073 -0.858 -0.286 -1.201
C 0.1933 -5.0620 0.5381 0.180 0.050 0.025 0.055
O -0.9705 -4.2425 0.4207 -2.176 1.247 -1.049 -0.086
C -1.6460 -3.7768 1.4598 0.503 -0.911 1.120 0.611
O -1.2073 -3.7613 2.5669 0.210 0.233 0.884 -0.554
C -3.1289 -3.3091 1.2448 0.365 -1.419 -0.055 0.591
F -3.7325 -4.0259 0.3148 -0.660 -1.615 -0.346 -0.296
F -3.8751 -3.3775 2.3854 1.218 0.425 -1.296 -0.235
F -3.1116 -2.1261 0.7110 -0.036 2.660 0.395 -0.114
H -0.1488 -5.5734 -1.6870 -0.227 1.350 0.418 0.203
H -0.7990 -6.6077 -0.5106 0.151 -0.302 0.083 0.342
H 0.9067 -6.5804 -1.0145 0.361 -0.219 1.074 0.357
H 1.0738 -4.4342 0.6750 0.098 0.077 -0.718 -0.118
H 0.1121 -5.5576 1.5055 -0.028 -0.613 -0.213 0.448